ORCA calculation (ωB97M-V with the def2-TZVPD basis set) on a 12-piece molecular cluster, C20H49N7O27 overall in a non-equilibrium geometry.

Properties
energy: -3205.4005 Ha
orbital gap: 9.787 eV
SMILES: C[N+](=O)[O-].C[N+](=O)[O-].C[N+](=O)[O-].C[N+](=O)[O-].C[N+](=O)[O-].C[N+](=O)[O-].C[N+](=O)[O-].COC(=O)OC.COC(=O)OC.COC(=O)OC.COC(=O)OC.CO
E_HOMO: -0.365 hartree

Last columns: bonded neighbours and bond lengths (Å).
CARTESIAN COORDINATES (ANGSTROEM)
1 O 8.69 0.97 5.56  N34 1.282
2 O 0.64 -0.70 -1.27  C52 1.198
3 O 3.60 6.28 -3.99  N33 1.266
4 O -5.95 0.49 -5.18  C50 1.250
5 O -2.83 -5.07 -4.53  N31 1.213
6 O 3.24 -6.15 1.72  N30 1.258
7 O -8.81 -5.27 -2.73  C36 1.303, C49 1.405
8 O -3.41 2.78 3.17  N29 1.218
9 O -8.31 -5.04 -0.53  C36 1.272
10 O 5.22 5.58 4.18  N28 1.203
11 O -10.06 -6.36 -1.44  C36 1.339, C46 1.361
12 O -2.72 2.74 5.20  N29 1.231
13 O -1.78 -6.87 -4.90  N31 1.203
14 O 3.38 6.27 3.35  N28 1.200
15 O 6.50 0.78 5.09  N34 1.238
16 O 0.47 0.51 0.69  C42 1.392, C52 1.394
17 O -6.74 1.13 -7.26  C44 1.410, C50 1.328
18 O -4.72 0.66 -7.11  C35 1.402, C50 1.321
19 O -4.48 -3.62 5.02  C53 1.379, H62 0.960
20 O 2.53 3.58 7.18  N32 1.231
21 O 2.56 1.73 8.29  N32 1.212
22 O 6.68 2.66 -1.13  C39 1.239
23 O -1.21 -0.84 0.07  C41 1.396, C52 1.374
24 O 3.24 5.91 -6.13  N33 1.188
25 O 8.92 2.09 -1.34  C39 1.378, C47 1.393
26 O 1.42 -7.36 1.90  N30 1.270
27 O 8.27 3.40 0.38  C37 1.443, C39 1.375
28 N 4.32 6.38 4.08  O10 1.203, O14 1.200, C40 1.508
29 N -2.68 3.19 4.06  O8 1.218, O12 1.231, C43 1.499
30 N 2.12 -6.50 1.28  O6 1.258, O26 1.270, C45 1.507
31 N -2.36 -5.89 -5.29  O5 1.213, O13 1.203, C48 1.508
32 N 2.37 2.36 7.27  O20 1.231, O21 1.212, C38 1.477
33 N 3.46 5.56 -5.02  O3 1.266, O24 1.188, C51 1.468
34 N 7.44 1.08 5.84  O1 1.282, O15 1.238, C54 1.485
35 C -3.50 0.50 -6.44  O18 1.402, H56 1.090, H84 1.090, H90 1.090
36 C -9.00 -5.54 -1.47  O7 1.303, O9 1.272, O11 1.339
37 C 9.51 3.17 1.08  O27 1.443, H58 1.090, H77 1.090, H95 1.090
38 C 1.87 1.65 6.08  N32 1.477, H55 1.090, H80 1.090, H100 1.090
39 C 7.85 2.72 -0.74  O22 1.239, O25 1.378, O27 1.375
40 C 4.46 7.63 4.91  N28 1.508, H79 1.090, H92 1.090, H103 1.090
41 C -1.83 -1.89 -0.61  O23 1.396, H78 1.090, H86 1.090, H87 1.090
42 C 1.80 0.92 0.66  O16 1.392, H65 1.090, H82 1.090, H97 1.090
43 C -1.87 4.42 3.80  N29 1.499, H85 1.090, H88 1.090, H94 1.090
44 C -8.08 1.34 -6.89  O17 1.410, H75 1.090, H83 1.090, H99 1.090
45 C 1.70 -5.93 -0.06  N30 1.507, H61 1.090, H67 1.090, H93 1.090
46 C -10.55 -6.64 -0.20  O11 1.361, H57 1.090, H66 1.090, H96 1.090
47 C 8.76 1.22 -2.41  O25 1.393, H59 1.090, H60 1.090, H68 1.090
48 C -2.56 -5.79 -6.78  N31 1.508, H63 1.090, H70 1.090, H89 1.090
49 C -7.77 -4.40 -3.10  O7 1.405, H69 1.090, H91 1.090, H101 1.090
50 C -5.85 0.63 -6.41  O4 1.250, O17 1.328, O18 1.321
51 C 3.49 4.10 -4.82  N33 1.468, H64 1.090, H81 1.090, H102 1.090
52 C 0.03 -0.37 -0.29  O2 1.198, O16 1.394, O23 1.374
53 C -4.22 -2.31 4.64  O19 1.379, H71 1.090, H72 1.090, H76 1.090
54 C 7.03 1.71 7.11  N34 1.485, H73 1.090, H74 1.090, H98 1.090
55 H 2.58 0.83 5.92  C38 1.090
56 H -3.45 -0.59 -6.39  C35 1.090
57 H -11.32 -7.41 -0.33  C46 1.090
58 H 9.93 2.16 1.16  C37 1.090
59 H 8.22 1.73 -3.21  C47 1.090
60 H 8.17 0.40 -2.01  C47 1.090
61 H 0.62 -6.09 -0.05  C45 1.090
62 H -5.42 -3.81 4.96  O19 0.960
63 H -3.62 -5.98 -6.95  C48 1.090
64 H 2.99 3.93 -3.87  C51 1.090
65 H 2.13 1.10 -0.36  C42 1.090
66 H -9.74 -6.90 0.48  C46 1.090
67 H 1.86 -4.85 -0.09  C45 1.090
68 H 9.66 0.69 -2.74  C47 1.090
69 H -7.55 -4.68 -4.13  C49 1.090
70 H -2.06 -6.65 -7.23  C48 1.090
71 H -4.55 -1.55 5.34  C53 1.090
72 H -3.17 -2.15 4.40  C53 1.090
73 H 6.51 0.92 7.66  C54 1.090
74 H 6.40 2.53 6.76  C54 1.090
75 H -8.07 2.39 -6.57  C44 1.090
76 H -4.81 -2.15 3.75  C53 1.090
77 H 9.37 3.51 2.11  C37 1.090
78 H -1.22 -2.79 -0.70  C41 1.090
79 H 3.57 7.73 5.53  C40 1.090
80 H 0.90 1.28 6.41  C38 1.090
81 H 2.83 3.60 -5.53  C51 1.090
82 H 1.85 1.87 1.21  C42 1.090
83 H -8.38 0.83 -5.98  C44 1.090
84 H -2.74 1.00 -7.05  C35 1.090
85 H -1.13 4.31 3.00  C43 1.090
86 H -2.70 -2.09 0.01  C41 1.090
87 H -2.20 -1.60 -1.59  C41 1.090
88 H -2.63 5.16 3.55  C43 1.090
89 H -2.20 -4.82 -7.11  C48 1.090
90 H -3.44 0.85 -5.41  C35 1.090
91 H -8.14 -3.37 -3.17  C49 1.090
92 H 4.58 8.44 4.19  C40 1.090
93 H 2.08 -6.50 -0.91  C45 1.090
94 H -1.34 4.64 4.73  C43 1.090
95 H 10.33 3.77 0.68  C37 1.090
96 H -11.07 -5.76 0.18  C46 1.090
97 H 2.46 0.21 1.16  C42 1.090
98 H 7.83 2.04 7.78  C54 1.090
99 H -8.86 1.20 -7.64  C44 1.090
100 H 1.73 2.28 5.20  C38 1.090
101 H -6.86 -4.38 -2.51  C49 1.090
102 H 4.48 3.64 -4.77  C51 1.090
103 H 5.27 7.45 5.61  C40 1.090

Atomic partial charges in e from the Löwdin method, atoms 1 to 2: atom 1 (O): 0.0232, atom 2 (O): 0.1350

ORCA calculation (ωB97M-V with the def2-TZVPD basis set) on a 10-piece molecular cluster, C20H50BO25 overall in a non-equilibrium geometry.

Properties
energy: -2698.0231 Ha
orbital gap: 8.987 eV
charge: -1
ΔE to the lowest compared entry with this formula, charge and spin: 0.00 kJ/mol
E_HOMO: -0.261 hartree

Last columns: bonded neighbours and bond lengths (Å).
CARTESIAN COORDINATES (ANGSTROEM)
1 O -4.72 0.27 -5.51  C31 1.445, H72 0.960
2 O -1.34 0.38 -1.62  C30 1.243
3 O 1.82 -5.84 -1.53  C33 1.444, H86 0.960
4 O -0.94 -2.02 0.84  C35 1.309, B46 1.464
5 O -2.74 -1.34 -3.90  C38 1.410, H96 0.960
6 O -2.01 -0.54 2.51  C45 1.393, B46 1.488
7 O 0.76 -0.98 4.67  C42 1.252
8 O -2.14 -0.13 4.74  C45 1.200
9 O 3.57 -1.41 -0.90  C40 1.433, H77 0.960
10 O -0.76 0.32 0.61  C30 1.306, B46 1.492
11 O 1.81 -0.02 -2.64  C27 1.454, H69 0.960
12 O 0.34 -0.95 2.48  C42 1.267, B46 1.484
13 O 4.50 -1.61 5.42  C37 1.385, H93 0.960
14 O -2.16 3.55 -3.37  C43 1.410, H54 0.960
15 O 4.12 -0.22 7.90  C26 1.403, H75 0.960
16 O 3.37 3.23 2.50  C41 1.431, H50 0.960
17 O 1.22 3.03 0.42  C32 1.393, H87 0.960
18 O 1.73 2.07 -4.83  C44 1.420, H82 0.960
19 O 4.71 -2.70 1.38  C39 1.442, H78 0.960
20 O 1.56 -3.95 -3.62  C29 1.437, H89 0.960
21 O -1.07 -3.92 -3.88  H55 0.957, H64 0.957
22 O -5.74 2.33 0.62  C36 1.449, H79 0.960
23 O -6.29 1.79 3.67  C28 1.439, H59 0.960
24 O -4.12 5.01 -1.92  C34 1.420, H62 0.960
25 O -1.55 -2.57 -1.22  C35 1.226
26 C 3.46 -1.39 7.48  O15 1.403, C37 1.505, H57 1.090, H66 1.090
27 C 1.95 1.42 -2.46  O11 1.454, C44 1.540, H49 1.090, H80 1.090
28 C -5.16 1.46 2.84  O23 1.439, C36 1.525, H56 1.090, H92 1.090
29 C 2.02 -3.55 -2.32  O20 1.437, C33 1.572, H53 1.090, H60 1.090
30 C -1.20 -0.17 -0.52  O2 1.243, O10 1.306, C35 1.545
31 C -3.50 -0.39 -5.91  O1 1.445, C38 1.572, H61 1.090, H68 1.090
32 C 1.12 2.86 1.80  O17 1.393, C41 1.516, H81 1.090, H94 1.090
33 C 1.38 -4.49 -1.23  O3 1.444, C29 1.572, H73 1.090, H85 1.090
34 C -2.95 4.56 -1.25  O24 1.420, C43 1.524, H47 1.090, H84 1.090
35 C -1.25 -1.71 -0.39  O4 1.309, O25 1.226, C30 1.545
36 C -4.85 2.49 1.75  O22 1.449, C28 1.525, H48 1.090, H67 1.090
37 C 4.29 -2.30 6.60  O13 1.385, C26 1.505, H74 1.090, H76 1.090
38 C -2.40 -0.31 -4.79  O5 1.410, C31 1.572, H91 1.090, H95 1.090
39 C 3.33 -2.27 1.49  O19 1.442, C40 1.556, H51 1.090, H70 1.090
40 C 2.80 -1.40 0.31  O9 1.433, C39 1.556, H65 1.090, H83 1.090
41 C 2.34 2.24 2.44  O16 1.431, C32 1.516, H52 1.090, H71 1.090
42 C 0.01 -0.79 3.69  O7 1.252, O12 1.267, C45 1.528
43 C -2.36 3.36 -1.99  O14 1.410, C34 1.524, H58 1.090, H63 1.090
44 C 2.58 2.09 -3.70  O18 1.420, C27 1.540, H88 1.090, H90 1.090
45 C -1.47 -0.42 3.78  O6 1.393, O8 1.200, C42 1.528
46 B -0.85 -0.78 1.61  O4 1.464, O6 1.488, O10 1.492, O12 1.484
47 H -3.22 4.28 -0.23  C34 1.090
48 H -3.84 2.47 1.34  C36 1.090
49 H 2.73 1.60 -1.71  C27 1.090
50 H 3.66 3.25 1.59  O16 0.960
51 H 2.72 -3.17 1.54  C39 1.090
52 H 2.14 1.80 3.42  C41 1.090
53 H 1.55 -2.58 -2.17  C29 1.090
54 H -2.31 2.69 -3.78  O14 0.960
55 H -1.64 -3.26 -3.50  O21 0.957
56 H -5.23 0.46 2.41  C28 1.090
57 H 2.94 -1.87 8.30  C26 1.090
58 H -3.07 2.55 -1.81  C43 1.090
59 H -7.07 1.84 3.10  O23 0.960
60 H 3.11 -3.56 -2.32  C29 1.090
61 H -3.62 -1.42 -6.23  C31 1.090
62 H -3.92 4.96 -2.85  O24 0.960
63 H -1.45 3.13 -1.44  C43 1.090
64 H -1.20 -3.84 -4.83  O21 0.957
65 H 2.96 -0.35 0.55  C40 1.090
66 H 2.68 -0.97 6.84  C26 1.090
67 H -4.98 3.53 2.03  C36 1.090
68 H -3.25 0.25 -6.76  C31 1.090
69 H 1.41 -0.09 -3.51  O11 0.960
70 H 3.21 -1.82 2.47  C39 1.090
71 H 2.47 1.33 1.85  C41 1.090
72 H -5.33 -0.46 -5.56  O1 0.960
73 H 1.68 -4.23 -0.22  C33 1.090
74 H 5.25 -2.59 7.02  C37 1.090
75 H 3.50 0.31 8.41  O15 0.960
76 H 3.82 -3.27 6.44  C37 1.090
77 H 3.06 -0.80 -1.44  O9 0.960
78 H 5.20 -2.12 0.79  O19 0.960
79 H -5.29 1.63 0.15  O22 0.960
80 H 1.06 1.93 -2.11  C27 1.090
81 H 0.26 2.21 1.98  C32 1.090
82 H 1.82 1.19 -5.20  O18 0.960
83 H 1.73 -1.58 0.18  C40 1.090
84 H -2.22 5.37 -1.23  C34 1.090
85 H 0.31 -4.64 -1.34  C33 1.090
86 H 1.45 -6.09 -2.38  O3 0.960
87 H 2.05 3.48 0.24  O17 0.960
88 H 2.64 3.15 -3.48  C44 1.090
89 H 0.62 -4.11 -3.53  O20 0.960
90 H 3.53 1.66 -4.02  C44 1.090
91 H -2.35 0.63 -4.25  C38 1.090
92 H -4.33 1.25 3.51  C28 1.090
93 H 4.63 -0.67 5.50  O13 0.960
94 H 0.80 3.74 2.36  C32 1.090
95 H -1.38 -0.49 -5.13  C38 1.090
96 H -2.53 -0.98 -3.03  O5 0.960

Atomic partial charges in e from the Löwdin method, atoms 1 to 2: atom 1 (O): -0.0723, atom 2 (O): 0.0974

> Look up the energy of the first one.

-3205.4005 Ha